(1)
Molecular formula: C23H61N7O22
Method: DFT, the ωB97M-V functional and the def2-TZVPD basis

The geometry in XYZ format:
```
113
Properties=species:S:1:pos:R:3:forces:R:3:mulliken_charge:R:1
C -0.674257 -3.396542 2.978971 -0.4 0.4 0.3 -0.998
N -0.246537 -1.942612 2.861501 1.9 -0.6 2.9 1.028
O -0.691827 -1.170532 3.716911 -0.1 -0.8 -1.3 -0.654
O 0.745783 -1.717582 2.192741 -2.4 -0.3 1.1 -0.193
H -0.238107 -4.013652 2.193451 0.0 0.4 0.1 0.269
H -1.764087 -3.412812 2.968601 0.7 -0.1 0.3 0.472
H -0.346337 -3.722062 3.966201 0.2 0.2 -0.1 0.374
C 3.107173 -3.501432 -3.888739 0.6 -0.8 0.1 -1.035
N 3.598003 -2.892892 -2.623369 3.8 -4.1 -1.3 0.705
O 4.670403 -3.336242 -2.144809 -2.6 1.5 -1.2 -0.445
O 2.907613 -2.029372 -2.170689 2.9 -7.8 -0.8 0.096
H 3.758243 -3.171312 -4.698199 -0.2 0.0 0.2 0.274
H 2.063903 -3.230852 -4.051439 0.2 -0.1 0.1 0.310
H 3.276283 -4.563762 -3.712809 -0.3 0.0 -0.3 0.387
C 0.815923 -3.165292 -0.034319 -0.4 0.0 0.8 -1.149
N 2.241333 -3.221792 0.401961 -0.6 0.8 -1.7 1.094
O 2.938973 -3.767512 -0.419129 0.7 -1.2 1.1 -0.677
O 2.660163 -2.497782 1.319441 -2.0 -7.4 -2.6 -0.361
H 0.294263 -2.431742 0.580401 1.1 -1.0 -0.9 -0.316
H 0.400373 -4.157772 0.140081 0.1 -0.1 -0.4 0.802
H 0.792863 -2.853222 -1.078429 0.1 -0.3 0.2 0.001
C 2.472743 3.037528 -2.523569 1.5 1.2 -1.3 0.286
N 1.608853 2.544018 -3.658549 0.1 -0.8 0.0 1.343
O 0.420813 2.566448 -3.542829 -1.5 2.3 -1.0 -0.553
O 2.097583 1.935238 -4.593959 1.2 0.6 -0.2 -0.692
H 1.972043 3.562588 -1.710109 0.0 -0.1 -1.1 -0.045
H 3.217893 3.677458 -2.996169 0.0 0.0 0.0 0.400
H 2.927163 2.152588 -2.078049 -0.2 0.8 -0.3 -0.047
C 3.797193 0.291088 -3.512179 1.3 0.5 -0.6 -1.730
N 5.005923 -0.639802 -3.399389 -1.9 0.6 -0.1 1.198
O 5.818043 -0.495122 -2.529289 0.6 0.4 0.2 -0.623
O 4.980203 -1.558602 -4.187309 1.0 0.0 -0.8 -0.639
H 3.541843 0.726348 -2.546029 0.6 -0.3 -0.9 0.648
H 2.990393 -0.298592 -3.947449 0.3 0.2 0.1 0.329
H 4.076023 1.096688 -4.191409 0.2 -0.4 -0.1 0.590
C 4.737543 -0.982582 0.162341 0.4 -1.3 2.0 -1.436
N 4.500233 0.441538 0.513091 1.7 3.1 0.7 1.124
O 5.089963 0.977498 1.470751 -0.3 -1.6 -2.2 -0.684
O 3.725333 1.088408 -0.211529 3.6 0.4 2.6 -0.045
H 3.790563 -1.338032 -0.243849 1.9 -0.3 -0.2 1.120
H 4.747293 -1.523582 1.108551 1.1 0.4 -0.3 0.898
H 5.694753 -1.196422 -0.313179 -0.5 0.6 -0.5 0.463
C -0.484767 5.111528 -0.608809 0.3 0.4 0.2 -1.121
N -0.235587 3.645758 -0.847899 -0.4 1.4 0.4 0.558
O 0.787203 3.112678 -0.422669 -1.6 3.2 -0.4 -0.659
O -1.153087 3.066938 -1.396519 0.1 0.9 0.7 -0.279
H -0.966227 5.574818 -1.470009 -0.2 -0.5 0.1 0.360
H 0.401863 5.703738 -0.382379 0.3 -0.7 0.0 0.346
H -1.123587 5.137098 0.274001 -0.1 0.0 -0.2 0.346
C 2.477413 -0.441842 -1.308869 -3.0 5.0 0.2 -3.320
O 1.949013 0.915838 -1.275059 -1.8 -1.5 -0.8 1.521
C 0.590883 1.090118 -1.687239 0.3 -2.7 1.1 -1.190
C -0.366057 0.576318 -0.609989 0.0 0.5 -0.6 0.120
O -0.402037 -0.852872 -0.439749 -0.3 0.4 -0.5 -0.135
C -1.352907 -1.255652 0.526851 0.1 2.0 0.3 -1.126
H 2.206653 -0.998442 -2.206079 -3.6 4.8 0.7 1.158
H 2.201923 -0.946252 -0.382699 -0.3 -0.1 -0.3 0.869
H 3.561633 -0.345772 -1.366629 -1.7 0.1 -0.2 -0.055
H 0.348763 0.542858 -2.598279 0.3 -0.1 -0.4 0.697
H 0.483483 2.168188 -1.807009 -0.2 -3.0 -0.2 0.121
H -1.332037 0.950748 -0.948779 0.0 -0.5 0.7 -1.859
H -0.012677 1.098538 0.279121 -0.9 -0.7 0.2 -0.304
H -2.404147 -1.037332 0.338911 0.6 0.3 -1.1 -0.437
H -1.127697 -0.683212 1.426691 -0.3 0.2 0.0 0.824
H -1.261777 -2.306232 0.802671 -0.1 0.2 -0.7 0.895
C 2.418633 3.277918 3.684381 0.0 -0.3 -0.1 -0.700
O 1.255803 2.913458 2.936421 -0.5 0.2 1.4 -0.547
C 1.445853 2.280648 1.701381 0.6 -0.4 0.4 -0.920
C 1.675273 0.771618 1.714441 1.1 0.2 0.0 1.666
O 2.883143 0.465878 2.366171 -0.4 0.0 2.4 -0.230
C 3.220183 -0.903132 2.513361 0.8 2.8 2.1 -1.034
H 2.136933 3.861548 4.560811 -0.5 0.0 -0.2 0.349
H 3.108613 3.903318 3.117891 0.0 0.0 -0.4 0.276
H 2.972053 2.420138 4.066521 0.0 -0.2 -0.3 0.192
H 2.184173 2.899978 1.192061 0.6 -0.8 -0.2 0.655
H 0.561113 2.368158 1.070761 -0.1 0.2 1.7 0.095
H 1.886583 0.417228 0.705551 -1.0 0.5 0.1 -0.631
H 0.827903 0.219778 2.121301 0.1 0.8 0.1 -0.047
H 2.576213 -1.526262 3.133951 -0.5 0.5 -0.1 0.405
H 4.146093 -0.940872 3.087261 0.5 0.4 -0.3 0.292
H 3.318803 -1.378472 1.537441 0.7 2.8 1.9 -0.044
C -3.637247 -2.781652 1.471871 -0.7 -0.5 1.1 -0.152
O -4.384337 -1.800932 2.222561 1.1 0.0 -0.6 -0.482
C -3.678637 -0.603892 2.595491 -1.6 0.4 -0.4 1.327
C -4.694587 0.360708 3.235961 0.5 0.0 -0.3 -1.269
O -5.716717 0.823418 2.371501 -0.7 0.1 -0.2 -0.158
C -6.902077 1.299008 2.988891 -0.7 -1.1 0.8 -1.046
H -4.354017 -3.580572 1.281961 0.0 0.2 -0.5 0.384
H -2.882367 -3.268252 2.089521 -0.6 0.2 0.1 -0.155
H -3.053777 -2.467992 0.606271 -1.5 0.0 0.0 0.251
H -3.247807 -0.089822 1.736301 -0.1 -0.4 0.2 -1.009
H -2.884177 -0.748242 3.327691 -0.1 -0.3 0.1 0.490
H -4.098007 1.247908 3.448241 0.1 0.0 0.9 0.386
H -5.101827 -0.156342 4.104821 -0.1 0.3 0.3 0.455
H -6.823817 2.000458 3.819511 0.8 0.2 0.0 0.359
H -7.425237 0.441948 3.413001 -0.1 -0.3 0.2 0.357
H -7.652727 1.731048 2.327101 0.7 0.0 -0.8 0.308
C -3.457537 1.957588 -2.181569 0.2 0.1 0.1 0.002
O -4.166967 2.302028 -0.991529 0.1 0.8 -0.9 -0.553
C -4.356687 1.353558 -0.003409 -1.2 -1.8 -0.1 0.190
C -5.075347 0.048278 -0.479489 0.7 0.6 -0.4 -0.841
O -4.172107 -0.755532 -1.224179 -0.2 -0.7 -0.5 0.107
C -4.783637 -1.879972 -1.878619 0.6 0.7 0.3 -1.038
H -2.487587 1.519828 -1.945619 -0.6 -0.4 -0.3 0.078
H -3.206927 2.873048 -2.717489 -0.3 0.2 0.2 0.334
H -4.021937 1.337128 -2.877679 -0.2 -0.3 0.3 0.296
H -5.070117 1.725508 0.731961 0.4 0.5 -0.3 0.299
H -3.452777 1.074598 0.538111 0.4 0.3 -0.3 -0.056
H -5.893907 0.378658 -1.118949 -0.3 0.0 -0.2 0.638
H -5.475127 -0.564802 0.328231 0.0 0.3 0.3 0.565
H -3.947007 -2.452722 -2.278749 -0.2 -0.2 0.1 0.251
H -5.427807 -1.595572 -2.710649 -0.1 0.3 -0.1 0.302
H -5.393317 -2.474852 -1.198539 0.1 -0.1 0.3 0.380
```
Positions in Å, forces in eV/Å.

Results
- Kohn-Sham gap: 7.65 eV
- Relative energy (zero: lowest compared OMol25 entry of this formula, charge and spin): 14.135 eV
- Calculated total energy: -2949.985428 hartree
- HOMO energy: -8.2 eV

---

(2)
Molecular formula: C2H4NO3PS
Method: DFT, the ωB97M-V functional and the def2-TZVPD basis

The geometry in XYZ format:
```
12
Properties=species:S:1:pos:R:3:forces:R:3:mulliken_charge:R:1
C -0.886182 0.233264 -1.886880 2.1 1.4 1.9 0.059
C 0.529468 0.310768 0.164142 -0.1 -3.9 -2.3 -0.596
N -0.136573 0.574216 -1.035324 -2.0 -2.2 -1.7 0.119
O -1.115867 2.705421 -2.558257 -0.6 0.8 1.1 -0.720
O 0.584799 1.403766 -3.773906 1.5 -1.2 -0.7 -0.712
O -1.953343 1.159688 -4.366267 0.9 -0.6 0.4 -0.767
P -0.837181 1.516394 -3.404951 -2.3 1.9 -2.5 0.807
S -1.514099 -1.907850 0.377189 -2.4 -0.3 -0.3 -0.850
H 0.573071 1.204503 0.602909 1.0 3.3 2.5 0.306
H -0.251503 -0.435008 0.613796 1.2 0.6 0.1 0.081
H 1.486861 -0.220746 -0.136236 -0.8 0.9 0.9 0.243
H -2.710000 -1.332126 -0.157794 1.6 -0.8 0.7 0.028
```
Positions in Å, forces in eV/Å.

Results
- Charge: -2
- Kohn-Sham gap: 6.71 eV
- Relative energy (zero: lowest compared OMol25 entry of this formula, charge and spin): 4.013 eV
- Calculated total energy: -1098.621135 hartree
- HOMO energy: -0.7 eV

---

(3)
Molecular formula: C21H39Br2F4N2O8P2S2
Method: DFT, the ωB97M-V functional and the def2-TZVPD basis

The geometry in XYZ format:
```
80
Properties=species:S:1:pos:R:3:forces:R:3:mulliken_charge:R:1
F -2.875878 -6.304058 2.732936 2.0 1.2 -2.1 -0.235
C -2.088580 -5.889504 1.607438 -0.5 -0.7 0.7 0.173
F -0.856658 -5.346229 2.048118 -2.3 -1.1 -0.6 -0.206
C -2.911213 -4.727988 0.803229 -1.4 -1.1 1.1 0.430
F -4.202403 -4.698670 1.444036 2.7 0.6 -1.5 -0.261
F -3.197790 -5.132614 -0.513907 1.1 1.1 2.6 -0.256
C -2.103550 -3.374146 0.954951 2.0 3.5 -1.3 0.922
C -1.143481 -2.910567 -0.164188 -0.9 1.6 3.2 -0.471
Br -0.709996 -3.841161 -1.816970 -0.6 0.9 2.0 0.035
C -0.427286 -1.516283 0.085270 -1.4 0.0 0.9 0.286
S 0.721022 -0.829667 -1.214189 -1.6 0.1 1.0 -0.175
N -0.625415 -0.726686 1.229612 0.1 -3.2 -3.1 -1.032
N -1.434613 -1.210380 2.169057 -1.8 -2.9 1.1 0.656
S -1.613987 -0.142735 3.572885 0.7 -0.1 0.4 -0.121
C -2.195317 -2.424840 2.211771 0.7 -1.1 -2.3 0.575
C -3.108576 -2.819138 3.485243 0.2 0.2 0.5 -0.919
C -4.485218 -1.982602 3.546809 -0.9 0.5 -0.3 -0.610
C -5.325461 -1.988446 2.183902 0.2 -1.0 0.0 -0.447
Br -6.608962 -0.461891 2.191563 0.7 -0.9 0.0 -0.141
H -1.918847 -6.823976 0.981340 0.0 1.4 0.8 0.278
H 0.224271 0.478122 -1.380667 0.1 -1.3 0.6 0.217
H -0.790243 -0.791673 4.510893 -0.6 0.3 -1.3 0.209
H -2.567115 -2.594735 4.480614 -0.5 -0.2 -1.8 0.396
H -3.295889 -3.957021 3.533891 0.3 1.9 -0.6 0.287
H -4.311590 -0.879326 3.833547 0.0 -1.9 -0.5 0.393
H -5.185823 -2.405095 4.361325 1.4 0.5 -1.2 0.385
H -5.932055 -2.960960 2.062631 0.9 1.7 0.3 0.357
H -4.693361 -1.880585 1.242461 -0.8 0.1 1.3 0.212
O -1.054906 2.522357 -3.274312 3.9 2.3 -0.1 -0.713
P -0.967203 3.140165 -4.679204 -8.0 -3.4 -3.0 1.211
O -2.448397 3.879747 -4.598313 0.7 0.4 0.2 -0.366
C -2.599330 4.917126 -3.629256 -0.1 0.3 0.3 -0.431
C -1.869148 6.185495 -4.038886 -0.2 0.3 0.1 -0.893
O -1.335907 1.715629 -5.463771 1.4 0.2 0.1 -0.403
C -0.971787 0.483486 -4.838425 -0.2 -0.2 0.2 -0.316
C -2.144575 -0.088807 -4.059322 -0.3 -0.2 0.0 -0.790
O -0.704462 3.833652 -6.217150 2.9 0.2 2.8 -0.478
C -1.722459 3.816680 -7.225914 -1.0 0.4 -0.6 -0.024
C -2.536967 5.103456 -7.266908 -0.2 0.0 0.4 -1.062
H -2.247490 4.576348 -2.651920 0.0 -0.1 -0.1 0.359
H -3.668433 5.120032 -3.534960 0.0 -0.1 -0.1 0.294
H -0.861494 5.978028 -4.405282 0.1 0.0 0.1 0.249
H -1.802498 6.879147 -3.192571 0.0 -0.2 -0.1 0.388
H -2.407133 6.698501 -4.838160 0.1 -0.1 0.0 0.224
H -0.095577 0.619566 -4.197054 -0.2 0.0 0.0 0.204
H -0.668150 -0.220424 -5.618467 -0.1 0.2 -0.1 0.398
H -2.677526 0.663341 -3.474193 0.3 0.1 0.0 0.271
H -1.813512 -0.881877 -3.380053 0.0 0.0 -0.1 0.109
H -2.880295 -0.511729 -4.748242 0.1 0.0 0.0 0.367
H -2.385634 2.956665 -7.131165 0.2 0.0 0.2 0.205
H -1.199908 3.718489 -8.181413 0.3 -0.1 0.3 0.407
H -3.302842 5.120655 -6.489208 0.1 0.0 0.0 0.157
H -3.066053 5.197236 -8.218381 0.2 -0.1 -0.1 0.448
H -1.899421 5.978387 -7.124668 0.0 -0.1 -0.2 0.245
O 6.673039 0.456555 2.631916 1.4 -3.9 -1.9 -0.713
P 5.718770 -0.673435 3.040769 -4.9 5.7 5.0 1.179
O 4.358363 0.084225 2.466606 0.1 -0.5 -0.5 -0.381
C 4.281750 0.289617 1.057739 0.0 0.1 -0.3 -0.502
C 4.006465 -1.005954 0.312847 -0.2 0.0 -0.3 -0.300
O 5.696747 -0.244417 4.649850 0.7 -1.2 -0.5 -0.364
C 6.854361 0.395022 5.204434 0.3 0.5 0.1 -0.370
C 6.690691 1.905269 5.196851 -0.2 0.2 0.2 -1.042
O 4.772209 -2.033822 3.467208 2.9 -0.7 -1.9 -0.476
C 3.525692 -1.886369 4.148762 -0.8 0.1 0.1 -0.351
C 2.328891 -1.896086 3.203297 -0.1 0.4 -0.3 -0.781
H 5.202804 0.749490 0.690544 0.0 0.0 0.1 0.388
H 3.471477 1.000208 0.876745 0.0 0.0 0.2 0.270
H 4.631598 -1.826085 0.671815 0.1 0.0 -0.1 0.238
H 4.178211 -0.873980 -0.762173 0.0 0.0 0.2 0.398
H 2.966026 -1.308575 0.441457 0.1 -0.1 0.1 -0.300
H 7.758023 0.090599 4.669089 -0.2 0.1 0.0 0.326
H 6.978823 0.042085 6.231967 -0.3 -0.1 -0.1 0.368
H 6.277141 2.284296 4.260140 0.2 -0.2 -0.1 0.276
H 7.648271 2.402966 5.376710 -0.1 -0.1 0.0 0.347
H 5.992529 2.210149 5.980981 0.1 0.0 0.0 0.305
H 3.499402 -0.995498 4.776938 0.2 0.0 -0.1 0.279
H 3.438139 -2.752089 4.811273 0.4 0.0 -0.1 0.398
H 2.186105 -0.925190 2.723564 0.1 -0.1 0.0 0.165
H 1.404258 -2.106331 3.749881 0.1 -0.2 0.2 0.408
H 2.455335 -2.641143 2.414380 0.0 -0.1 0.2 0.240
```
Positions in Å, forces in eV/Å.

Results
- Charge: +1
- Kohn-Sham gap: 6.34 eV
- Calculated total energy: -8561.048177 hartree
- HOMO energy: -11.8 eV